Entry 1:
{"formula": "C4H24BO20", "method": "ωB97M-V with the def2-TZVPD basis set", "total_charge": -1, "e_above_lowest_kcal_mol": 133.8, "homo_lumo_gap_ev": 10.168, "elements": ["O", "O", "O", "O", "O", "O", "O", "O", "O", "O", "O", "O", "O", "O", "O", "O", "O", "O", "O", "O", "C", "C", "C", "C", "B", "H", "H", "H", "H", "H", "H", "H", "H", "H", "H", "H", "H", "H", "H", "H", "H", "H", "H", "H", "H", "H", "H", "H", "H"], "positions_angstrom": [[-1.39, -1.05, 5.17], [3.24, -0.46, 4.32], [1.16, -0.29, -0.27], [-3.22, -2.15, 0.08], [-2.19, 2.22, -5.81], [-0.18, -1.51, -1.78], [-0.65, 1.34, 3.89], [-1.44, -3.74, 4.20], [3.98, -2.66, 2.55], [3.37, 2.41, 1.30], [-1.13, -3.46, -5.90], [-0.75, -1.17, 0.59], [2.28, -0.47, 1.57], [-1.51, 1.31, -2.99], [-0.06, -1.31, 2.62], [-0.89, 0.62, -1.10], [-3.72, 4.01, -3.05], [-1.07, -1.27, -3.82], [0.46, 3.26, -2.66], [2.56, 1.40, -2.34], [0.04, -1.10, 1.47], [-0.75, -0.91, -2.79], [1.24, -0.43, 0.97], [-1.26, 0.33, -2.25], [-0.24, -0.60, -0.62], [-0.56, -1.18, 5.57], [-0.87, 1.39, 4.80], [-1.44, -2.82, 4.36], [-3.42, -1.20, 0.22], [-1.24, -0.56, 4.33], [-3.54, 3.08, -3.01], [-2.33, 2.07, -4.79], [3.98, 1.89, 0.86], [-2.96, 4.54, -3.22], [1.92, 2.03, -2.50], [-0.30, 2.61, -2.73], [2.21, 0.92, -1.56], [-0.46, -4.10, -5.70], [0.72, 3.33, -1.75], [-2.29, -2.32, 0.36], [-0.88, -2.87, -5.05], [3.77, -1.97, 2.05], [3.78, 3.25, 1.31], [-0.97, -3.93, 3.31], [3.04, -0.03, 3.67], [2.55, -0.40, 4.90], [0.27, 1.61, 3.93], [4.17, -2.33, 3.52], [-3.04, 2.67, -6.25]], "lowdin_charge": [-0.052, 0.108, 0.277, -0.071, -0.169, 0.297, -0.019, -0.087, -0.064, -0.004, -0.112, 0.321, 0.155, 0.079, 0.190, 0.323, -0.037, 0.245, -0.061, -0.028, -0.525, -0.435, -0.423, -0.379, -0.850, 0.021, 0.017, -0.067, 0.053, 0.023, 0.001, 0.035, -0.002, 0.020, -0.067, 0.035, 0.022, -0.012, 0.030, 0.036, 0.074, -0.088, 0.013, 0.074, -0.130, 0.007, 0.047, 0.088, 0.094]}

---

Entry 2:
{"formula": "C3H5N3S2", "method": "ωB97M-V with the def2-TZVPD basis set", "smiles": "NN1C=NSC(=S)C1", "e_above_lowest_kcal_mol": 37.9, "homo_lumo_gap_ev": 8.301, "elements": ["S", "S", "N", "N", "N", "C", "C", "C", "H", "H", "H", "H", "H"], "positions_angstrom": [[-3.41, -0.49, -0.17], [-1.68, 1.86, -0.14], [0.53, -0.14, -0.21], [1.60, -1.06, -0.26], [-0.02, 2.17, 0.02], [-1.92, 0.15, -0.03], [0.81, 1.21, -0.07], [-0.71, -0.69, 0.31], [-0.81, -1.68, -0.14], [-0.65, -0.78, 1.38], [1.90, 1.33, -0.07], [2.21, -0.90, 0.52], [2.14, -0.98, -1.13]], "lowdin_charge": [0.640, 0.925, -0.215, 0.062, -0.290, -1.130, -0.290, -0.241, 0.116, 0.120, 0.129, 0.075, 0.098]}

---

Q: Which HOMO values were calculated for the entries above? A: -8.29 -8.56, in eV.
Q: Which M values were calculated for the entries above? A: 403.03 147.23, in g/mol.
Q: Which calculated total energy values were calculated for the entries above? A: -1696.65468 -1077.89673, in Eh.